No. 1
Below is a cluster of 2 separate species, C11H20N2 in total, with properties calculated with wB97M-V/def2-TZVPD.

```
33
Properties=species:S:1:pos:R:3:lowdin_charge:R:1
C -0.921 0.961 -1.825 -0.21
C -1.602 0.205 -1.016 0.01
C -2.439 -0.312 -0.111 -0.30
C -3.441 0.498 0.682 -0.07
C -2.678 -1.752 0.187 -0.06
C -0.088 2.425 1.294 -0.09
C 1.261 -1.879 -0.879 -0.02
C 2.756 0.171 -1.072 -0.05
C 2.455 -1.011 1.146 -0.05
C 0.910 1.404 0.809 -0.27
C 1.776 -0.589 -0.183 -0.57
N -0.067 1.122 -2.680 0.13
N 0.730 0.278 0.319 0.06
H -3.460 1.504 0.444 0.05
H -4.530 0.292 0.540 0.10
H -3.410 0.265 1.683 0.05
H -3.687 -2.075 0.237 0.07
H -2.416 -2.111 1.114 0.05
H -2.089 -2.351 -0.553 0.10
H -0.165 3.350 0.533 0.12
H -1.135 2.008 1.523 0.07
H 0.191 2.714 2.322 0.06
H 0.400 -1.751 -1.428 0.03
H 2.015 -2.419 -1.435 0.09
H 0.847 -2.564 -0.181 0.06
H 3.603 -0.465 -1.171 0.07
H 3.055 1.208 -0.726 0.08
H 2.162 0.414 -1.979 0.07
H 3.142 -1.733 1.023 0.03
H 2.993 -0.290 1.707 0.07
H 1.804 -1.528 1.874 0.10
H 0.023 2.065 -3.006 0.06
H 2.007 1.944 0.808 0.15
```

The value obtained for the HOMO energy is -8.21 eV. Its charge is 0. The calculated total energy comes out at -540.44885 a.u. The value obtained for the energy above the lowest of the compared OMol25 structures with the same formula, charge and spin is 2.746 eV. Its LUMO energy is 0.020 hartree. The calculation puts the HOMO-LUMO gap at 8.769 eV. Its spin multiplicity is 1.

***

No. 2
Below is a cluster of 2 separate species, CH5N3O2S in total, with properties calculated with wB97M-V/def2-TZVPD.

```
12
Properties=species:S:1:pos:R:3:lowdin_charge:R:1
C 0.672 -0.119 0.201 -0.62
N 1.971 -0.506 0.051 0.14
N -0.269 -0.688 0.850 0.03
N 0.507 1.153 -0.251 0.12
O -2.565 -0.844 -1.023 -0.47
O -2.776 1.283 0.335 -0.47
S -2.568 -0.163 0.275 0.82
H 2.372 -1.410 0.163 0.10
H 2.547 0.232 -0.331 0.10
H -0.253 -1.682 1.068 0.07
H 0.786 1.307 -1.261 0.15
H -0.422 1.435 -0.078 0.04
```

The value obtained for the HOMO energy is -9.46 eV. Its charge is 0. The calculated total energy comes out at -754.03750 a.u. The value obtained for the energy above the lowest of the compared OMol25 structures with the same formula, charge and spin is 0.000 eV. Its LUMO energy is 0.016 hartree. The calculation puts the HOMO-LUMO gap at 9.885 eV. Its spin multiplicity is 1.

***

No. 3
Below is the molecule C3H2Cl2OS, with properties calculated with wB97M-V/def2-TZVPD.

```
9
Properties=species:S:1:pos:R:3:lowdin_charge:R:1
C 1.637 0.389 -0.037 -1.15
C 0.466 -0.230 0.013 -0.29
C -1.817 -0.203 0.088 -0.73
H 0.450 -1.340 -0.100 0.14
H -1.681 -1.252 0.122 0.06
O -0.659 0.476 0.164 -0.13
S -3.215 0.524 -0.136 0.75
Cl 1.656 2.076 -0.029 0.71
Cl 3.163 -0.439 -0.085 0.63
```

The value obtained for the HOMO energy is -9.23 eV. Its charge is 0. The calculated total energy comes out at -1509.26604 a.u. The value obtained for the energy above the lowest of the compared OMol25 structures with the same formula, charge and spin is 0.742 eV. Its LUMO energy is -0.007 hartree. The calculation puts the HOMO-LUMO gap at 9.028 eV. Its spin multiplicity is 1.